{"formula": "C51H58BaN6O2Si", "method": "ωB97M-V/def2-TZVPD", "species": ["Ba", "C", "C", "C", "C", "C", "C", "C", "N", "N", "C", "C", "C", "C", "C", "C", "N", "C", "C", "C", "C", "C", "C", "N", "H", "H", "H", "H", "H", "H", "H", "H", "H", "H", "H", "H", "H", "H", "H", "H", "H", "H", "H", "H", "C", "C", "O", "C", "C", "C", "C", "C", "C", "O", "H", "H", "H", "H", "H", "H", "H", "C", "N", "C", "C", "C", "N", "C", "C", "H", "H", "H", "H", "H", "H", "H", "H", "H", "H", "H", "H", "H", "H", "H", "H", "C", "C", "C", "C", "C", "C", "Si", "C", "C", "C", "C", "C", "C", "C", "C", "C", "C", "C", "C", "H", "H", "H", "H", "H", "H", "H", "H", "H", "H", "H", "H", "H", "H", "H"], "xyz": [[0.197, 0.102, 0.516], [1.585, -3.828, 2.744], [2.653, -2.708, 2.808], [2.339, -1.766, 3.932], [2.777, -2.009, 5.233], [2.342, -1.182, 6.254], [1.497, -0.128, 5.949], [1.134, 0.061, 4.625], [1.535, -0.741, 3.633], [0.731, -3.662, 1.574], [-0.670, -3.904, 1.933], [-1.654, -3.777, 0.800], [-2.517, -4.818, 0.489], [-3.420, -4.657, -0.553], [-3.430, -3.462, -1.250], [-2.546, -2.467, -0.855], [-1.681, -2.616, 0.146], [1.245, -4.420, 0.442], [0.849, -3.867, -0.908], [0.237, -4.667, -1.860], [-0.076, -4.125, -3.096], [0.235, -2.800, -3.344], [0.868, -2.080, -2.342], [1.180, -2.593, -1.151], [0.959, -3.785, 3.635], [2.068, -4.813, 2.754], [2.590, -2.150, 1.876], [3.655, -3.126, 2.922], [3.447, -2.838, 5.430], [2.656, -1.359, 7.276], [1.124, 0.540, 6.716], [0.509, 0.899, 4.336], [-0.930, -3.143, 2.675], [-0.805, -4.893, 2.397], [-2.492, -5.739, 1.060], [-4.103, -5.456, -0.815], [-4.107, -3.290, -2.078], [-2.533, -1.506, -1.360], [0.987, -5.488, 0.512], [2.335, -4.342, 0.479], [-0.002, -5.701, -1.632], [-0.560, -4.729, -3.856], [-0.009, -2.330, -4.285], [1.141, -1.037, -2.500], [-2.856, 1.131, 3.968], [-1.688, 1.376, 3.040], [-1.395, 0.465, 2.247], [-0.968, 2.633, 3.127], [-1.428, 3.664, 3.977], [-0.767, 4.855, 4.097], [0.406, 5.063, 3.347], [0.886, 4.092, 2.510], [0.228, 2.838, 2.362], [0.713, 1.942, 1.566], [-3.158, 0.092, 3.870], [-3.696, 1.769, 3.684], [-2.593, 1.338, 5.006], [-2.340, 3.514, 4.541], [-1.147, 5.632, 4.749], [0.935, 6.006, 3.435], [1.776, 4.246, 1.910], [4.311, -1.772, -0.308], [4.348, -0.433, 0.266], [5.024, -0.427, 1.553], [4.992, 0.510, -0.633], [4.226, 0.766, -1.919], [2.918, 1.357, -1.716], [2.251, 1.521, -3.002], [2.985, 2.629, -1.005], [5.293, -2.079, -0.705], [3.571, -1.829, -1.107], [4.017, -2.486, 0.461], [6.081, -0.735, 1.478], [4.516, -1.104, 2.240], [4.989, 0.576, 1.983], [5.997, 0.153, -0.918], [5.128, 1.449, -0.097], [4.088, -0.175, -2.456], [4.855, 1.413, -2.553], [2.833, 2.147, -3.700], [1.277, 1.990, -2.855], [2.106, 0.542, -3.467], [3.746, 3.304, -1.431], [3.206, 2.461, 0.051], [2.016, 3.125, -1.065], [-6.066, 1.991, -0.102], [-5.241, 1.074, 0.533], [-3.941, 0.874, 0.075], [-3.426, 1.585, -1.016], [-4.276, 2.512, -1.630], [-5.578, 2.711, -1.188], [-1.639, 1.241, -1.657], [-2.050, 0.380, -3.336], [-3.260, -0.281, -3.581], [-3.498, -0.963, -4.771], [-2.540, -0.974, -5.776], [-1.336, -0.309, -5.571], [-1.096, 0.338, -4.365], [-1.109, 3.005, -2.213], [-1.207, 3.507, -3.517], [-0.802, 4.800, -3.833], [-0.297, 5.636, -2.845], [-0.197, 5.166, -1.541], [-0.590, 3.868, -1.238], [-7.081, 2.143, 0.244], [-5.610, 0.511, 1.385], [-3.314, 0.143, 0.579], [-3.910, 3.092, -2.473], [-6.218, 3.427, -1.690], [-4.050, -0.242, -2.834], [-4.442, -1.477, -4.922], [-2.734, -1.481, -6.714], [-0.585, -0.295, -6.354], [-0.146, 0.849, -4.226], [-1.611, 2.877, -4.303], [-0.884, 5.158, -4.853], [0.011, 6.646, -3.088], [0.193, 5.811, -0.759], [-0.492, 3.515, -0.212]], "mulliken_charge": [0.617, -2.240, 1.423, -0.225, -1.054, -0.435, -1.097, -0.125, 0.808, 1.614, -1.153, 0.389, -1.035, -0.778, -1.107, -0.526, 0.837, -1.156, 0.286, -1.085, -0.858, -0.739, -0.256, 0.571, 0.792, 0.344, -1.100, 0.864, 0.491, 0.419, 0.489, 0.175, 0.450, 0.388, 0.503, 0.400, 0.577, 0.202, 0.302, 0.564, 0.470, 0.395, 0.496, 0.425, -2.046, 0.945, 0.175, -0.193, -0.886, -0.946, -0.483, -0.890, 0.480, 0.449, 0.362, 0.435, 0.437, 0.430, 0.400, 0.446, 0.464, -0.777, 1.180, -0.879, -1.505, -1.152, 1.422, -1.003, -0.634, 0.330, -0.201, 0.346, 0.376, 0.042, 0.224, 0.457, 0.508, 0.413, 0.416, 0.383, -0.265, 0.400, 0.284, 0.136, -0.065, -0.639, -1.033, -0.014, -0.047, 0.034, -0.871, 0.523, 0.716, -0.681, -0.775, -0.683, -0.795, 0.136, -0.046, 0.250, -0.692, -0.591, -0.247, -0.790, 0.367, 0.457, 0.433, 0.377, 0.411, 0.437, 0.433, 0.372, 0.413, 0.211, 0.392, 0.405, 0.363, 0.483, 0.351], "multiplicity": 1, "e_lumo_ev": 0.27, "de_lowest_kcal_mol": 17.5}

=====

{"formula": "C20H19FN4O4S", "method": "ωB97M-V/def2-TZVPD", "species": ["C", "C", "O", "C", "O", "C", "C", "C", "C", "N", "N", "C", "S", "C", "C", "O", "N", "C", "C", "C", "C", "F", "C", "C", "O", "C", "C", "N", "C", "C", "H", "H", "H", "H", "H", "H", "H", "H", "H", "H", "H", "H", "H", "H", "H", "H", "H", "H", "H"], "xyz": [[3.045, 2.669, -1.881], [2.414, 1.470, -2.575], [1.861, 0.549, -1.636], [2.673, -0.390, -1.139], [3.848, -0.468, -1.405], [1.934, -1.315, -0.243], [0.547, -1.370, -0.305], [-0.151, -2.239, 0.531], [-1.589, -2.260, 0.476], [-2.440, -2.919, 1.204], [-3.677, -2.574, 0.808], [-3.530, -1.717, -0.152], [-4.777, -0.872, -1.005], [-3.757, 0.003, -2.247], [-2.573, 0.777, -1.663], [-1.505, 0.780, -2.229], [-2.871, 1.432, -0.516], [-2.005, 2.101, 0.358], [-0.630, 2.164, 0.155], [0.173, 2.806, 1.079], [-0.405, 3.391, 2.191], [0.381, 4.022, 3.087], [-1.771, 3.345, 2.408], [-2.567, 2.692, 1.489], [-2.235, -1.465, -0.427], [0.587, -3.054, 1.412], [-0.065, -4.020, 2.334], [1.906, -2.991, 1.450], [2.588, -2.165, 0.668], [4.067, -2.201, 0.823], [2.304, 3.196, -1.285], [3.857, 2.341, -1.236], [3.445, 3.349, -2.627], [3.163, 0.949, -3.181], [1.571, 1.774, -3.199], [0.017, -0.747, -1.008], [-3.380, -0.716, -2.975], [-4.444, 0.688, -2.745], [-3.830, 1.369, -0.194], [-0.188, 1.709, -0.716], [1.242, 2.851, 0.946], [-2.193, 3.809, 3.285], [-3.634, 2.639, 1.649], [-0.678, -4.722, 1.774], [0.697, -4.552, 2.896], [-0.734, -3.496, 3.013], [4.326, -2.876, 1.633], [4.457, -1.206, 1.025], [4.528, -2.539, -0.103]], "mulliken_charge": [-1.020, -0.485, -0.273, 0.477, -0.625, -0.158, -0.101, -0.010, 0.356, -0.120, -0.885, 0.563, -0.198, -0.843, 0.398, -0.572, 0.049, -0.185, 0.577, -0.386, 0.152, -0.339, -0.737, -0.521, -0.051, 0.418, -1.228, -0.574, 0.305, -1.099, 0.191, 0.309, 0.408, 0.494, 0.326, 0.854, 0.396, 0.454, 0.199, 0.266, 0.455, 0.446, 0.353, 0.344, 0.369, 0.316, 0.365, 0.300, 0.271], "multiplicity": 1, "e_lumo_ev": 0.14, "de_lowest_kcal_mol": 5.7}

=====

{"formula": "C29H30N6O3PPbS5Sb", "method": "ωB97M-V/def2-TZVPD", "species": ["Pb", "N", "C", "C", "C", "C", "C", "C", "S", "O", "O", "N", "C", "N", "C", "C", "C", "N", "H", "H", "H", "H", "H", "H", "H", "H", "H", "S", "Sb", "S", "S", "S", "N", "P", "C", "C", "C", "C", "C", "C", "C", "C", "C", "C", "C", "C", "C", "C", "C", "C", "C", "N", "H", "H", "H", "H", "H", "H", "H", "H", "H", "H", "H", "H", "H", "H", "H", "C", "C", "O", "H", "H", "H", "H", "H", "H"], "xyz": [[2.081, 0.231, 0.328], [0.034, 0.639, -7.846], [-0.379, 0.328, -6.536], [-0.859, 1.321, -5.690], [-1.248, 1.010, -4.395], [-1.178, -0.297, -3.932], [-0.764, -1.305, -4.800], [-0.360, -0.991, -6.086], [-1.656, -0.613, -2.236], [-2.103, 0.688, -1.767], [-2.639, -1.672, -2.268], [-0.362, -0.925, -1.360], [0.364, -2.059, -1.397], [0.184, -3.056, -2.302], [1.022, -4.078, -2.272], [2.060, -4.196, -1.363], [2.170, -3.154, -0.465], [1.348, -2.120, -0.450], [0.340, 1.592, -7.952], [0.720, -0.002, -8.208], [-0.901, 2.349, -6.037], [-1.598, 1.781, -3.722], [-0.762, -2.324, -4.445], [-0.006, -1.773, -6.750], [0.861, -4.840, -3.034], [2.747, -5.028, -1.369], [2.958, -3.124, 0.284], [5.560, -0.501, -1.145], [5.722, 0.415, 1.175], [3.745, -0.770, 2.023], [3.669, 0.016, -1.850], [4.968, 2.582, 0.944], [-0.569, 1.126, 3.522], [-0.236, -0.350, 2.692], [-0.544, -1.488, 4.127], [0.499, -2.323, 4.515], [0.339, -3.216, 5.571], [-0.865, -3.275, 6.251], [-1.915, -2.442, 5.873], [-1.757, -1.562, 4.814], [-1.838, -0.634, 1.817], [-2.802, 0.352, 1.655], [-4.022, 0.051, 1.054], [-4.282, -1.234, 0.608], [-3.306, -2.218, 0.736], [-2.095, -1.918, 1.331], [0.051, 2.348, 3.300], [-0.435, 3.518, 3.900], [0.244, 4.697, 3.661], [1.372, 4.690, 2.849], [1.769, 3.480, 2.299], [1.120, 2.338, 2.521], [-1.347, 1.146, 4.162], [1.446, -2.259, 3.983], [1.158, -3.863, 5.863], [-0.994, -3.971, 7.072], [-2.863, -2.492, 6.398], [-2.595, -0.948, 4.498], [-2.590, 1.369, 1.966], [-4.759, 0.834, 0.914], [-5.225, -1.463, 0.127], [-3.486, -3.212, 0.346], [-1.325, -2.681, 1.407], [-1.319, 3.490, 4.527], [-0.108, 5.620, 4.108], [1.935, 5.591, 2.646], [2.656, 3.406, 1.673], [2.346, 3.502, -1.977], [1.046, 2.783, -2.254], [0.247, 2.806, -1.077], [2.961, 3.515, -2.880], [2.929, 3.008, -1.197], [2.145, 4.534, -1.664], [1.237, 1.755, -2.580], [0.516, 3.296, -3.067], [-0.475, 2.170, -1.168]], "mulliken_charge": [1.049, -0.641, 1.164, -0.821, -0.172, -0.895, -0.461, -0.752, 1.634, -0.817, -0.780, 0.079, 0.213, -0.479, -0.290, -0.817, -0.190, 0.337, 0.225, 0.223, 0.244, 0.560, 0.485, 0.252, 0.399, 0.370, 0.344, -0.423, 0.197, -0.546, -0.410, -0.668, 0.016, -0.115, -0.057, -0.205, -0.496, -0.411, -0.667, -0.394, 0.749, -0.160, -0.576, -0.458, -0.505, -0.770, 0.273, -0.817, -0.270, -0.938, 0.244, 0.113, 0.245, 0.400, 0.406, 0.340, 0.363, 0.312, 0.363, 0.362, 0.325, 0.364, 0.293, 0.335, 0.368, 0.398, -0.101, -0.983, 0.269, -0.513, 0.336, 0.025, 0.328, 0.069, 0.234, 0.297], "multiplicity": 1, "total_charge": -2, "e_lumo_ev": 4.09, "de_lowest_kcal_mol": 28.1}

=====

{"formula": "C42H84F9N5O7S2", "method": "ωB97M-V/def2-TZVPD", "species": ["C", "O", "O", "C", "F", "F", "F", "C", "C", "H", "H", "H", "H", "H", "H", "C", "C", "C", "N", "C", "C", "C", "C", "C", "C", "H", "H", "H", "H", "H", "H", "H", "H", "H", "H", "H", "H", "H", "H", "H", "H", "H", "H", "H", "H", "C", "C", "C", "N", "C", "C", "C", "C", "C", "C", "H", "H", "H", "H", "H", "H", "H", "H", "H", "H", "H", "H", "H", "H", "H", "H", "H", "H", "H", "H", "C", "C", "C", "N", "C", "C", "C", "C", "C", "C", "H", "H", "H", "H", "H", "H", "H", "H", "H", "H", "H", "H", "H", "H", "H", "H", "H", "H", "H", "H", "C", "C", "C", "C", "C", "C", "N", "O", "C", "C", "C", "H", "H", "H", "H", "H", "H", "H", "H", "H", "H", "H", "H", "H", "H", "H", "H", "H", "H", "C", "F", "F", "F", "S", "O", "O", "N", "S", "O", "O", "C", "F", "F", "F"], "xyz": [[-2.025, 1.105, -0.742], [-3.264, 0.865, -1.424], [-2.056, 0.208, 0.345], [-0.777, 0.876, -1.663], [-0.737, 1.860, -2.567], [0.403, 0.875, -1.120], [-0.844, -0.318, -2.370], [-3.618, 1.640, -2.603], [-4.998, 1.220, -2.945], [-5.430, 1.867, -3.709], [-5.041, 0.185, -3.283], [-5.563, 1.314, -2.017], [-2.960, 1.470, -3.455], [-3.479, 2.709, -2.441], [-2.075, 2.126, -0.364], [1.844, -6.567, 1.763], [1.350, -5.342, 0.965], [-0.076, -4.921, 1.374], [-0.479, -3.515, 0.756], [-1.996, -3.430, 0.977], [-2.302, -3.211, 2.514], [-1.470, -2.085, 3.204], [0.005, -2.172, 2.934], [0.314, -2.355, 1.428], [-0.335, -3.460, -0.757], [1.923, -6.503, 2.849], [2.868, -6.827, 1.495], [1.239, -7.464, 1.634], [1.461, -5.601, -0.088], [2.145, -4.661, 1.268], [-0.058, -4.797, 2.457], [-0.822, -5.656, 1.074], [-2.456, -4.343, 0.599], [-2.400, -2.631, 0.357], [-2.195, -4.191, 2.979], [-3.343, -2.899, 2.596], [-1.623, -2.243, 4.272], [-1.895, -1.121, 2.925], [0.525, -2.892, 3.566], [0.587, -1.303, 3.242], [1.391, -2.404, 1.269], [-0.023, -1.469, 0.889], [-0.858, -4.295, -1.224], [0.726, -3.449, -1.005], [-0.757, -2.575, -1.233], [-2.603, 4.714, 1.699], [-1.353, 5.245, 2.319], [-0.794, 4.548, 3.559], [-0.217, 3.090, 3.296], [0.575, 3.077, 2.019], [1.359, 1.726, 1.858], [2.284, 1.392, 3.155], [1.392, 1.350, 4.416], [0.569, 2.705, 4.538], [-1.383, 2.083, 3.289], [-3.360, 4.537, 2.464], [-2.349, 3.829, 1.115], [-2.931, 5.501, 1.020], [-1.578, 6.235, 2.714], [-0.598, 5.325, 1.537], [-1.553, 4.537, 4.342], [0.068, 5.167, 3.809], [1.194, 3.967, 2.130], [-0.074, 3.367, 1.193], [2.048, 1.782, 1.016], [0.659, 0.915, 1.660], [3.178, 2.001, 3.290], [2.686, 0.410, 2.910], [1.964, 1.185, 5.329], [0.570, 0.641, 4.318], [1.307, 3.489, 4.714], [-0.135, 2.614, 5.364], [-2.011, 2.104, 4.180], [-0.994, 1.070, 3.189], [-1.976, 2.230, 2.387], [-8.358, -1.775, -2.248], [-7.361, -1.005, -1.381], [-7.389, -1.529, 0.124], [-6.283, -0.901, 1.036], [-6.445, 0.677, 0.972], [-5.655, 1.367, 2.135], [-6.033, 0.659, 3.467], [-5.543, -0.815, 3.487], [-6.467, -1.539, 2.474], [-4.895, -1.369, 0.561], [-7.855, -2.686, -2.572], [-8.588, -1.188, -3.136], [-9.270, -1.964, -1.681], [-7.616, 0.055, -1.398], [-6.377, -1.133, -1.831], [-7.245, -2.605, 0.214], [-8.291, -1.383, 0.718], [-7.519, 0.812, 1.098], [-6.308, 0.971, -0.069], [-5.817, 2.445, 2.135], [-4.575, 1.269, 2.027], [-7.007, 0.697, 3.955], [-5.504, 1.119, 4.302], [-5.741, -1.263, 4.460], [-4.512, -1.158, 3.399], [-7.491, -1.240, 2.697], [-6.445, -2.628, 2.516], [-4.106, -0.928, 1.170], [-4.701, -0.960, -0.431], [-4.870, -2.458, 0.555], [5.290, -1.994, -5.667], [5.669, -0.876, -4.737], [5.141, 0.545, -5.239], [3.715, 0.800, -4.870], [3.282, 0.655, -3.375], [3.595, -0.794, -2.951], [4.999, -1.212, -3.364], [5.649, -2.109, -2.574], [2.503, -1.684, -3.611], [3.463, -0.798, -1.410], [7.150, -0.722, -4.517], [4.335, -1.894, -6.182], [5.289, -2.982, -5.206], [5.974, -2.069, -6.512], [5.286, 0.535, -6.319], [5.755, 1.377, -4.893], [3.027, 0.085, -5.321], [3.358, 1.721, -5.330], [2.202, 0.771, -3.297], [3.740, 1.392, -2.714], [1.455, -1.388, -3.653], [2.354, -2.630, -3.091], [2.803, -2.027, -4.601], [2.455, -0.513, -1.110], [4.257, -0.160, -1.020], [3.826, -1.762, -1.053], [7.329, -0.069, -3.663], [7.581, -0.213, -5.379], [7.757, -1.609, -4.337], [5.296, 3.768, -1.074], [4.136, 3.273, -0.679], [5.155, 4.214, -2.306], [5.755, 4.770, -0.297], [6.514, 2.240, -1.094], [6.492, 1.600, 0.211], [5.915, 1.340, -2.120], [7.977, 2.939, -1.669], [9.082, 2.685, -0.591], [8.963, 3.493, 0.633], [9.399, 1.281, -0.413], [10.601, 3.364, -1.560], [11.169, 2.458, -2.420], [10.239, 4.513, -2.245], [11.570, 3.683, -0.684]], "mulliken_charge": [0.487, -0.056, -0.652, 0.695, -0.303, -0.081, -0.333, -0.471, -0.795, 0.485, 0.223, -0.059, 0.300, 0.362, -0.832, -1.613, -0.169, -0.645, 0.716, -0.858, -0.564, 0.065, -0.709, -0.274, -1.053, 0.383, 0.416, 0.402, 0.334, 0.117, 0.379, 0.558, 0.582, 0.130, 0.529, 0.242, 0.615, -0.386, 0.602, -0.161, 0.660, -0.439, 0.431, 0.606, -0.025, -0.283, -0.558, -0.577, 0.514, -0.923, 0.555, -1.023, -0.330, -0.886, -0.366, 0.257, -0.542, 0.492, 0.455, 0.330, 0.408, 0.391, 0.629, 0.207, 0.438, -0.654, 0.463, 0.467, 0.449, 0.070, 0.493, 0.490, 0.412, -0.072, -0.219, -1.462, 0.195, -0.933, 0.557, -0.488, 0.181, -1.174, -0.036, -0.802, -0.538, 0.354, 0.399, 0.370, 0.432, -0.098, 0.364, 0.673, 0.477, -0.128, 0.565, -0.265, 0.368, 0.454, 0.571, -0.370, 0.501, 0.480, -0.040, 0.053, 0.410, -1.777, 1.445, -1.129, -1.088, -0.054, 1.152, 1.233, -0.361, -1.479, -1.476, -1.690, 0.412, 0.381, 0.477, 0.641, 0.364, 0.425, 0.473, 0.340, -0.322, 0.217, 0.418, 0.299, 0.150, 0.283, 0.549, 0.314, 0.450, 0.387, 0.521, -0.120, -0.217, -0.230, 0.796, -0.648, -0.497, -0.354, 1.052, -0.641, -0.633, 0.581, -0.216, -0.226, -0.201], "multiplicity": 1, "total_charge": 2, "e_lumo_ev": -7.12}